{
  "formula": "C52H52N5S2Sb2V",
  "method": "the ωB97M-V functional and the def2-TZVPD basis",
  "elements": ["V", "C", "C", "C", "C", "C", "C", "N", "N", "C", "C", "C", "C", "C", "N", "H", "H", "H", "H", "H", "H", "H", "H", "H", "C", "C", "C", "Sb", "C", "C", "C", "C", "C", "C", "C", "C", "C", "C", "C", "C", "Sb", "C", "C", "C", "C", "C", "C", "C", "C", "C", "C", "C", "C", "H", "H", "H", "H", "H", "H", "H", "H", "H", "H", "H", "H", "H", "H", "H", "H", "H", "H", "H", "H", "H", "H", "H", "H", "H", "H", "C", "C", "N", "C", "C", "S", "C", "C", "S", "C", "N", "C", "H", "H", "H", "H", "H", "H", "H", "H", "C", "C", "C", "C", "C", "C", "H", "H", "H", "H", "H", "H", "H", "H", "H"],
  "coordinates": [[-0.9715, -0.1027, -0.1581], [0.5425, -2.1323, 5.0249], [-0.6196, -1.3893, 5.2261], [-1.1936, -0.6905, 4.1820], [-0.6015, -0.7336, 2.9178], [0.5424, -1.4757, 2.7134], [1.1207, -2.1704, 3.7676], [-1.2175, -0.0024, 1.7908], [-2.0761, 0.8091, 2.2523], [-2.9086, 1.3977, 1.3028], [-3.9162, 2.2400, 1.7403], [-4.8476, 2.6759, 0.8201], [-4.7474, 2.2472, -0.5004], [-3.6891, 1.4494, -0.8676], [-2.7535, 1.0549, 0.0150], [0.9865, -2.6811, 5.8462], [-1.0853, -1.3575, 6.2030], [-2.0931, -0.1192, 4.3467], [0.9983, -1.5311, 1.7432], [2.0291, -2.7347, 3.5912], [-3.9533, 2.5061, 2.7886], [-5.6559, 3.3276, 1.1263], [-5.4737, 2.5454, -1.2444], [-3.5611, 1.1233, -1.8890], [1.8022, 3.5208, -0.2862], [3.0351, 2.6673, -0.0105], [3.1737, 1.5090, -0.9980], [1.8433, -0.1554, -0.6692], [2.2940, -1.1857, -2.4699], [1.3549, -1.9468, -3.1691], [1.6959, -2.5484, -4.3757], [2.9753, -2.4014, -4.8936], [3.9170, -1.6487, -4.2049], [3.5782, -1.0375, -3.0034], [3.2158, -1.0753, 0.6613], [3.5004, -0.5043, 1.9033], [4.4915, -1.0440, 2.7133], [5.2003, -2.1647, 2.2959], [4.9216, -2.7398, 1.0643], [3.9371, -2.1942, 0.2458], [-0.1102, 2.6393, 0.1168], [-0.2207, 3.2065, 2.1461], [-0.9395, 4.3121, 2.5970], [-0.8687, 4.6852, 3.9357], [-0.0805, 3.9641, 4.8224], [0.6307, 2.8559, 4.3786], [0.5514, 2.4722, 3.0472], [-1.1544, 4.1279, -0.9602], [-1.9186, 3.7784, -2.0729], [-2.5154, 4.7569, -2.8608], [-2.3481, 6.0970, -2.5434], [-1.5614, 6.4589, -1.4571], [-0.9577, 5.4833, -0.6734], [1.7792, 3.8534, -1.3256], [1.7736, 4.4086, 0.3471], [3.0389, 2.3108, 1.0239], [3.9194, 3.3047, -0.0969], [4.1478, 1.0316, -0.9040], [3.0705, 1.8637, -2.0228], [0.3589, -2.0864, -2.7735], [0.9611, -3.1406, -4.9096], [3.2412, -2.8752, -5.8302], [4.9185, -1.5356, -4.6012], [4.3331, -0.4594, -2.4855], [2.9507, 0.3590, 2.2608], [4.7070, -0.5925, 3.6736], [5.9706, -2.5871, 2.9288], [5.4723, -3.6126, 0.7340], [3.7376, -2.6532, -0.7143], [-1.5774, 4.8735, 1.9274], [-1.4297, 5.5432, 4.2850], [-0.0240, 4.2644, 5.8608], [1.2372, 2.2833, 5.0696], [1.0981, 1.5913, 2.7217], [-2.0306, 2.7386, -2.3539], [-3.1027, 4.4748, -3.7264], [-2.8142, 6.8617, -3.1519], [-1.4075, 7.5053, -1.2244], [-0.3236, 5.7948, 0.1478], [0.5162, 1.6743, -3.3694], [-0.5801, 0.6666, -3.4441], [-1.1857, 0.0714, -2.4291], [-2.1277, -0.8513, -2.9038], [-2.2083, -0.9425, -4.2474], [-1.1143, 0.1422, -4.9621], [-2.9349, -1.5927, -1.9351], [-3.9581, -2.4396, -2.1865], [-4.5396, -3.0723, -0.7203], [-3.4024, -2.1710, 0.1638], [-2.6284, -1.4341, -0.5971], [-3.2885, -2.3048, 1.6443], [0.5498, 2.1424, -2.3946], [0.3782, 2.4602, -4.1119], [1.4742, 1.1891, -3.5610], [-2.8482, -1.5790, -4.8407], [-4.3861, -2.7184, -3.1379], [-3.9597, -3.0758, 2.0183], [-3.5365, -1.3693, 2.1449], [-2.2656, -2.5764, 1.9040], [-0.3637, -5.2542, 0.8705], [0.2413, -4.5925, -0.3776], [1.7380, -4.9186, -0.4729], [-0.4840, -5.0862, -1.6391], [0.0280, -3.1374, -0.2657], [-0.2241, -1.9450, -0.2155], [-0.2101, -6.3346, 0.8260], [-1.4386, -5.0651, 0.9316], [0.1097, -4.8789, 1.7808], [1.8766, -5.9962, -0.5891], [2.2693, -4.5979, 0.4262], [2.1837, -4.4199, -1.3366], [-0.4096, -6.1742, -1.6948], [-0.0323, -4.6678, -2.5405], [-1.5430, -4.8152, -1.6164]],
  "atomic_forces_ev_per_a": [[0.688, -0.013, -1.792], [-0.040, 0.003, 0.022], [0.064, -0.048, -0.001], [-0.041, 0.036, 0.014], [-0.160, 0.272, -0.505], [0.224, -0.091, -0.005], [0.003, -0.007, 0.024], [-0.133, -0.011, 1.695], [-0.405, 0.252, -0.215], [0.198, -0.118, 0.115], [-0.177, 0.136, 0.130], [-0.067, 0.066, 0.031], [-0.110, 0.085, 0.003], [0.304, -0.086, 0.209], [-0.234, 0.118, 0.156], [-0.022, 0.029, -0.022], [0.031, -0.012, -0.034], [-0.003, 0.007, -0.011], [-0.015, 0.007, -0.002], [-0.044, 0.022, 0.017], [-0.020, -0.004, -0.052], [0.023, -0.027, -0.018], [0.020, -0.008, 0.036], [0.012, -0.034, -0.031], [0.139, -0.169, 0.060], [-0.034, 0.013, -0.136], [-0.073, 0.177, 0.140], [0.027, -0.199, 0.205], [-0.038, -0.025, -0.229], [0.158, 0.049, -0.027], [0.013, 0.010, 0.067], [0.014, 0.004, 0.004], [-0.024, 0.025, 0.039], [-0.104, -0.079, -0.034], [0.098, -0.207, 0.025], [0.102, -0.077, -0.065], [-0.034, -0.003, -0.042], [-0.024, 0.025, -0.019], [-0.046, 0.041, -0.009], [-0.038, -0.006, 0.133], [0.036, -0.021, 0.007], [-0.052, 0.111, 0.159], [-0.028, -0.163, 0.131], [-0.004, -0.046, -0.059], [0.014, -0.011, -0.034], [-0.073, -0.025, -0.007], [0.055, 0.142, 0.014], [-0.105, 0.169, -0.108], [0.021, 0.143, -0.023], [0.038, -0.023, 0.044], [0.023, 0.007, 0.013], [0.015, -0.045, 0.023], [-0.103, -0.077, -0.074], [0.010, 0.014, -0.002], [0.079, 0.022, -0.022], [-0.032, -0.023, 0.003], [-0.001, 0.008, 0.000], [0.072, 0.082, 0.016], [0.016, 0.022, -0.049], [-0.037, -0.015, 0.052], [0.019, 0.021, 0.026], [-0.011, 0.015, 0.028], [-0.031, -0.003, 0.015], [-0.002, -0.010, 0.006], [-0.011, 0.009, -0.015], [-0.004, -0.001, -0.017], [-0.023, 0.025, -0.013], [-0.023, 0.039, 0.009], [-0.009, 0.028, 0.002], [0.020, 0.042, -0.074], [0.017, -0.021, -0.015], [0.006, -0.011, -0.023], [-0.016, 0.020, -0.013], [-0.005, 0.005, -0.024], [-0.014, -0.011, 0.032], [0.011, -0.004, 0.026], [0.017, -0.026, 0.018], [-0.004, -0.036, -0.002], [-0.021, -0.034, 0.047], [-0.065, -0.058, -0.110], [-0.016, -0.062, 0.373], [-0.281, -0.218, 0.016], [0.119, 0.190, 0.477], [-0.066, -0.079, -0.249], [0.034, 0.049, -0.396], [0.409, 0.323, 0.156], [-0.143, -0.134, -0.153], [-0.255, -0.222, 0.032], [0.217, 0.057, 0.055], [-0.264, -0.159, -0.132], [-0.044, -0.005, -0.059], [0.019, 0.030, 0.074], [-0.025, -0.020, -0.012], [0.027, -0.035, -0.028], [0.052, 0.061, 0.061], [0.039, 0.023, 0.084], [-0.004, 0.006, -0.026], [-0.020, 0.015, 0.007], [0.038, -0.006, 0.001], [-0.025, -0.031, 0.028], [0.024, 0.109, 0.122], [-0.007, 0.017, -0.003], [-0.042, -0.040, 0.016], [0.085, -0.029, -0.200], [0.113, -0.341, -0.036], [0.000, 0.044, -0.011], [0.047, -0.002, 0.001], [-0.028, -0.011, -0.038], [-0.028, 0.054, 0.007], [-0.047, -0.007, -0.048], [0.000, -0.026, 0.012], [0.004, 0.031, -0.015], [-0.007, 0.016, 0.016], [0.048, -0.009, 0.009]],
  "total_charge": 2,
  "gap_ev": [6.67, 6.67],
  "fmax_ev_per_a": 1.920,
  "homo_ev": [-12.85, -12.83],
  "mol_weight_g_mol": 1105.62
}